Run one
Computed, not measured: one molecule with the formula C3H5N3S, with the ωB97M-V functional and the def2-TZVPD basis.

Each line ends with the Mulliken charge.
Cartesian coordinates (Å):
C -0.7679 -1.2206 -0.0798  0.0140
N 0.0706 -1.2811 0.8480  -0.6069
N 0.8371 -0.2552 1.2275  0.0595
C 1.2215 1.0785 0.6978  0.2128
N 1.0844 1.5656 -0.4374  -0.4745
S 0.3228 0.9070 -1.8466  0.0167
C -1.0810 -0.0109 -1.1653  -0.6236
H -1.3024 -2.1770 -0.2877  0.3313
H 1.0742 -0.3102 2.1350  0.2021
H 1.8451 1.5667 1.5637  0.2663
H -1.7331 0.6689 -0.6183  0.3163
H -1.5713 -0.5316 -2.0370  0.2860

Summary:
SMILES string: C1=NNC=NSC1
LUMO energy: 0.812 eV
HOMO-LUMO gap: 9.171 eV
HOMO level: -8.358 eV
Multiplicity: 1
Total charge: 0

Run two
Computed, not measured: a 2-piece molecular cluster, C3H5N3S overall, with the ωB97M-V functional and the def2-TZVPD basis.

Each line ends with the Mulliken charge.
Cartesian coordinates (Å):
C 1.4390 -0.9046 0.4843  -0.1266
C 0.1617 -1.3105 0.2308  -0.4849
C 0.5856 1.2149 0.4457  0.0447
N 1.5616 0.4368 0.6979  -0.3982
N -0.8438 0.2148 -1.6666  -0.6591
N -2.1460 0.3369 0.7077  -0.6495
S -0.8172 0.1357 -0.1102  0.6319
H 2.3094 -1.5953 0.7668  0.3471
H -0.1164 -2.2267 -0.2014  0.4481
H 0.8535 3.0422 0.4751  0.3069
H -0.3006 -0.4311 -2.0853  0.2635
H -2.6868 1.0868 0.2553  0.2761

Summary:
LUMO energy: -1.116 eV
HOMO-LUMO gap: 8.060 eV
HOMO level: -9.177 eV
Multiplicity: 1
Total charge: 0

Which structure is most stable? run one, by 0.2133 hartree over the runner-up.

Run one
Computed, not measured: one molecule with the formula C3H7NO, with the ωB97M-V functional and the def2-TZVPD basis.

Each line ends with the Mulliken charge.
Cartesian coordinates (Å):
C -1.8063 -0.3925 -0.6099  -1.0138
C -0.5650 -0.0382 -0.2792  0.7555
C -0.0879 1.2008 0.4715  -1.0748
N 1.7132 -0.9493 0.3018  -0.4831
O 0.8073 -0.9059 -0.8235  -0.3245
H -2.2004 -1.2570 -1.2027  0.3423
H -2.4709 0.3806 -0.2133  0.2962
H 0.8794 0.9709 0.7853  0.4098
H 0.1027 2.0543 -0.1296  0.2847
H -0.7624 1.5846 1.1858  0.3444
H 1.8182 -1.9664 0.6137  0.2483
H 2.5722 -0.6818 -0.1000  0.2150

Summary:
LUMO energy (spin up / spin down): 1.126 / -2.081 eV
HOMO-LUMO gap (spin up / spin down): 6.364 / 7.360 eV
HOMO level (spin up / spin down): -5.238 / -9.441 eV
Multiplicity: 3
Total charge: 0

Run two
Computed, not measured: C3H7NO as an isolated structure, with the ωB97M-V functional and the def2-TZVPD basis.

Each line ends with the Mulliken charge.
Cartesian coordinates (Å):
C -0.4103 -0.1716 -0.5776  -0.0525
C -1.7068 0.4406 -0.8182  -0.9608
C 1.6926 -0.4413 0.8640  -0.9157
N 0.3356 0.0252 0.4747  0.3955
O -0.0610 0.7655 1.3984  -0.5308
H 0.3182 -0.7240 -1.6515  0.1116
H -2.4169 -0.1741 -1.1804  0.3750
H -1.5148 1.1450 -1.5309  0.2875
H -2.1190 0.8507 0.1288  0.2850
H 2.1750 0.3616 1.2117  0.3146
H 1.6004 -1.1575 1.5996  0.3091
H 2.1070 -0.9201 0.0815  0.3815

Summary:
LUMO energy (spin up / spin down): 1.089 / -0.983 eV
HOMO-LUMO gap (spin up / spin down): 6.632 / 9.151 eV
HOMO level (spin up / spin down): -5.543 / -10.135 eV
Multiplicity: 3
Total charge: 0

Which structure is most stable? run two, by 0.0520 hartree over the runner-up.

Run one
Computed, not measured: a 2-piece molecular cluster, CBrF2NO2 overall, with the ωB97M-V functional and the def2-TZVPD basis.

Each line ends with the Mulliken charge.
Cartesian coordinates (Å):
C 0.3083 0.6340 -0.0157  0.4016
N 0.7514 -0.6795 0.0224  0.9215
O 1.0030 -1.1887 1.1108  -0.5439
O 0.7872 -1.2410 -1.0547  -0.5308
F 0.1044 1.3047 -1.1574  -0.1288
F 0.1327 1.3680 1.0658  -0.1305
Br -3.0870 -0.1976 0.0288  0.0110

Summary:
LUMO energy (spin up / spin down): -2.144 / -4.117 eV
HOMO-LUMO gap (spin up / spin down): 9.355 / 5.982 eV
HOMO level (spin up / spin down): -11.499 / -10.099 eV
Multiplicity: 1
Total charge: 0

Run two
Computed, not measured: a 2-piece molecular cluster, CBrF2NO2 overall, with the ωB97M-V functional and the def2-TZVPD basis.

Each line ends with the Mulliken charge.
Cartesian coordinates (Å):
C -0.9800 -0.4890 0.2132  0.4365
N 1.3864 0.4524 -0.0929  0.7567
O 2.3014 -0.1093 0.3530  -0.4575
O 1.2979 1.5359 -0.5477  -0.3991
F -1.4482 -0.6935 1.4448  -0.1503
F -0.7939 -1.5971 -0.4487  -0.1320
Br -1.7635 0.9007 -0.9218  -0.0543

Summary:
LUMO energy (spin up / spin down): -0.920 / -1.616 eV
HOMO-LUMO gap (spin up / spin down): 9.498 / 7.805 eV
HOMO level (spin up / spin down): -10.418 / -9.422 eV
Multiplicity: 1
Total charge: 0

Which structure is most stable? run two, by 0.0312 hartree over the runner-up.

Run one
Computed, not measured: an isolated ion of composition C10H19N2 and charge +1, with the ωB97M-V functional and the def2-TZVPD basis.

Each line ends with the Mulliken charge.
Cartesian coordinates (Å):
C -3.9326 0.2079 0.6807  -1.3754
C -2.4631 -0.1464 0.7158  -0.2226
N -1.6765 -0.1121 -0.5377  0.2045
C -0.2370 -0.5246 -0.4236  -0.3830
C 0.2404 -1.5445 -1.4537  -1.0157
C 0.2800 -1.9436 0.0283  0.2106
C 1.6670 -1.9091 0.6142  -0.7899
C 2.4312 -0.8094 0.5685  -0.4546
C 2.1007 0.5112 -0.1136  0.3662
C 2.8855 1.5998 0.5534  -2.1210
C 0.6075 0.7092 -0.0620  0.0076
N 0.2543 1.8279 -0.9721  -0.6811
H -4.0726 1.3388 0.5544  0.3089
H -4.3615 -0.2469 -0.1005  0.4556
H -4.5129 -0.0750 1.5259  0.4097
H -2.2695 -1.0829 1.1048  0.4183
H -1.8295 0.3666 1.5149  0.3041
H -1.4875 0.7517 -1.0239  0.5128
H -2.0323 -0.6074 -1.3311  0.4906
H 1.2385 -1.2754 -1.9746  0.1874
H -0.5901 -1.9463 -2.0410  0.3084
H -0.4807 -2.7305 0.3303  0.4674
H 1.8551 -2.8040 1.2926  0.3118
H 3.4231 -0.8532 1.0786  0.3502
H 2.2554 0.3376 -1.1188  0.4526
H 2.7952 1.5424 1.6069  0.4814
H 2.5792 2.5397 0.3946  0.5628
H 3.8436 1.4989 0.1544  0.4667
H 0.4642 0.8801 1.0508  0.2856
H 0.4385 2.7629 -0.7038  0.2606
H 0.5864 1.7368 -1.9128  0.2194

Summary:
SMILES string: CC[NH2+][C@]12C[C@H]1C=C[C@H](C)[C@H]2N
LUMO energy: -2.637 eV
HOMO-LUMO gap: 10.013 eV
HOMO level: -12.650 eV
Multiplicity: 1
Total charge: +1

Run two
Computed, not measured: C10H19N2 as an isolated structure, with the ωB97M-V functional and the def2-TZVPD basis.

Each line ends with the Mulliken charge.
Cartesian coordinates (Å):
C -2.9131 -0.0516 -0.4802  -0.1923
C -2.7132 0.4769 0.7399  -0.6632
C -2.1621 -1.2129 -1.0295  -1.0290
C -1.5007 0.0213 1.5947  -0.4474
C -0.6471 -0.9028 -1.0586  -0.5163
C 2.8825 -0.1514 0.2798  -0.7044
C 2.0767 -1.4543 0.0156  -0.4758
C 2.0628 0.8988 -0.5740  -0.8725
C -0.0760 -0.3650 0.2335  -0.1577
C -0.0757 2.1375 -0.1809  -0.7879
N 0.8744 -1.2445 0.8217  -0.2840
N 0.7621 1.0142 0.1885  -0.1760
H -3.7071 0.3528 -1.0712  0.4541
H -3.0926 1.3684 1.2275  0.4726
H -2.2414 -2.2202 -0.3644  0.2793
H -2.6671 -1.5040 -1.9111  0.5167
H -0.9939 0.9263 2.1589  0.2738
H -1.4308 -0.9657 2.0528  0.4581
H -0.0100 -1.7109 -1.1966  0.1966
H -0.5927 -0.1142 -1.7997  0.3432
H 2.9040 0.2311 1.2583  0.3286
H 3.8666 -0.3242 -0.0907  0.4148
H 1.7362 -1.7065 -0.9572  0.3625
H 2.6870 -2.3866 0.4258  0.3703
H 2.4571 1.8234 -0.6729  0.5710
H 1.9720 0.6216 -1.5296  0.4864
H -1.1496 2.0887 0.2805  0.1866
H 0.4207 2.9553 0.3205  0.3953
H 0.0080 2.1167 -1.3051  0.4064
H 0.3857 -1.9021 1.4086  0.3177
H 0.8776 1.1837 1.2152  0.4726

Summary:
LUMO energy: -2.575 eV
HOMO-LUMO gap: 10.077 eV
HOMO level: -12.652 eV
Multiplicity: 1
Total charge: +1

Which structure is most stable? run one, by 0.0631 hartree over the runner-up.

Run one
Computed, not measured: a 2-piece molecular cluster, C4H12O2 overall, with the ωB97M-V functional and the def2-TZVPD basis.

Each line ends with the Mulliken charge.
Cartesian coordinates (Å):
C -1.9555 -0.9991 0.8553  -1.0374
C -0.9062 0.1734 0.5605  -0.2382
C -0.5152 0.3356 -0.9974  -0.5188
C 0.9951 0.5947 -1.2831  -0.1114
O 1.2092 1.9628 -1.5750  -0.5604
H -1.5664 -1.5783 1.6973  0.2582
H -2.1713 -1.6835 0.0043  0.3111
H -2.9593 -0.6431 0.9874  0.3020
H -1.4934 1.1484 0.7610  0.1960
H -0.0648 0.1535 1.3087  0.2813
H -0.9507 -0.5529 -1.5101  0.3501
H -1.1310 1.1096 -1.4697  0.3105
H 1.4925 0.0292 -2.1299  0.2925
H 1.6313 0.3609 -0.4710  -0.1140
H 1.0073 2.1424 -2.4609  0.3060
O 2.5522 -1.1985 1.9910  -0.6371
H 2.3227 -0.5478 2.6014  0.3108
H 2.5036 -0.8073 1.1301  0.2988

Summary:
SMILES string: CCCCO.O
LUMO energy: 0.893 eV
HOMO-LUMO gap: 11.231 eV
HOMO level: -10.338 eV
Multiplicity: 1
Total charge: 0

Run two
Computed, not measured: a 3-piece molecular cluster, C4H12O2 overall, with the ωB97M-V functional and the def2-TZVPD basis.

Each line ends with the Mulliken charge.
Cartesian coordinates (Å):
C 2.7168 -1.0969 -2.0369  -0.9662
C 3.2642 -0.5622 -0.6331  -0.0308
C 2.6418 0.5417 -0.1490  -0.1685
C 2.7729 1.1986 1.2200  -1.0843
H 3.6165 -1.1629 -2.7174  0.2542
H 1.9734 -0.4639 -2.2611  0.3242
H 2.1583 -2.0779 -1.9694  0.2673
H 4.1036 -0.8942 0.0228  0.3042
H 2.0843 1.1424 -0.8236  0.2309
H 2.7345 0.5978 2.0761  0.3426
H 2.1883 2.2064 1.1082  0.2559
H 3.8107 1.7000 1.2675  0.2706
O -4.5084 2.4495 2.3680  -0.6454
H -4.8331 1.9478 3.1375  0.3243
H -3.5817 2.2029 2.2913  0.3211
O -4.5779 -2.6087 -1.0907  -0.6458
H -5.5376 -2.6910 -1.3278  0.3252
H -4.4006 -1.7197 -1.4283  0.3206

Summary:
SMILES string: C/C=C/C.O.O
LUMO energy: 0.719 eV
HOMO-LUMO gap: 9.648 eV
HOMO level: -8.929 eV
Multiplicity: 1
Total charge: 0

Which structure is most stable? run one, by 0.0273 hartree over the runner-up.

Run one
Computed, not measured: a 2-piece molecular cluster, C4H12O2 overall, with the ωB97M-V functional and the def2-TZVPD basis.

Each line ends with the Mulliken charge.
Cartesian coordinates (Å):
C 1.0706 0.3441 1.2525  -1.3222
C 0.1683 -0.1195 0.1058  -0.3612
C -1.2378 0.4419 0.2566  0.3444
C -2.1166 0.1205 -0.9505  -1.4322
O -1.8027 -0.0704 1.4817  -0.5340
H 1.2674 1.4186 1.2655  0.3401
H 0.6529 0.0584 2.2215  0.3326
H 2.0017 -0.2194 1.1991  0.3450
H 0.0714 -1.1978 0.2186  0.2235
H 0.6161 0.0839 -0.8597  0.3652
H -1.1711 1.5170 0.3994  0.2693
H -2.1884 0.9701 -1.5994  0.3244
H -3.1348 -0.1195 -0.6588  0.4651
H -1.7388 -0.7443 -1.4848  0.3432
H -2.4783 -0.7043 1.2250  0.2938
O 3.1698 -0.5626 -1.7933  -0.6111
H 3.6553 -0.1516 -1.0728  0.3106
H 3.8452 -0.8160 -2.4463  0.3036

Summary:
SMILES string: CC[C@@H](C)O.O
LUMO energy: 0.801 eV
HOMO-LUMO gap: 10.807 eV
HOMO level: -10.006 eV
Multiplicity: 1
Total charge: 0

Run two
Computed, not measured: a 3-piece molecular cluster, C4H12O2 overall, with the ωB97M-V functional and the def2-TZVPD basis.

Each line ends with the Mulliken charge.
Cartesian coordinates (Å):
C 1.7669 -0.7287 -0.9499  -1.1539
C 0.3318 -1.0363 -0.5278  -0.0878
C -0.7232 -0.5108 -1.1559  -0.1946
C -2.1766 -1.0004 -0.9389  -1.0534
H 1.8812 -1.3990 -1.8056  0.3264
H 2.4560 -0.9745 -0.1492  0.2904
H 1.9478 0.3152 -1.2123  0.3209
H 0.1185 -1.4314 0.4791  0.2964
H -0.5595 0.2501 -1.9068  0.3784
H -2.9000 -0.1891 -1.0444  0.3152
H -2.2057 -1.1555 0.1317  0.2695
H -2.4404 -1.9069 -1.4703  0.2865
O 0.1748 0.1697 2.2983  -0.5827
H -0.2896 0.2389 3.1502  0.2732
H 1.1149 0.2422 2.4922  0.3220
O 0.5577 3.3135 1.0944  -0.6453
H 0.1763 3.4011 0.2125  0.3082
H 0.7689 2.4019 1.3026  0.3307

Summary:
SMILES string: C/C=C/C.O.O
LUMO energy: 0.535 eV
HOMO-LUMO gap: 9.409 eV
HOMO level: -8.875 eV
Multiplicity: 1
Total charge: 0

Run three
Computed, not measured: a 2-piece molecular cluster, C4H12O2 overall, with the ωB97M-V functional and the def2-TZVPD basis.

Each line ends with the Mulliken charge.
Cartesian coordinates (Å):
C 2.5229 1.4720 0.1665  -1.1417
C 0.9974 1.6113 0.4261  -0.5131
C 0.2683 0.2852 0.2683  -0.5313
C -1.2409 0.4549 0.4674  -0.4729
O -1.9631 -0.7560 0.5321  -0.5313
H 3.0717 1.3373 1.0907  0.2971
H 2.8782 2.3101 -0.4301  0.3243
H 2.6917 0.6113 -0.4856  0.3206
H 0.8510 2.0020 1.4311  0.3397
H 0.6201 2.3389 -0.2904  0.3041
H 0.5018 -0.1383 -0.7134  0.3659
H 0.5996 -0.4571 1.0010  0.3476
H -1.6721 1.1249 -0.2733  0.2944
H -1.3099 0.9638 1.4396  0.2728
H -1.3500 -1.4838 0.4105  0.3442
O -0.5515 -2.4746 -1.4427  -0.6248
H -0.6220 -3.2889 -1.9594  0.2864
H -1.1929 -1.9376 -1.8772  0.3180

Summary:
SMILES string: CCCCO.O
LUMO energy: 0.683 eV
HOMO-LUMO gap: 10.671 eV
HOMO level: -9.988 eV
Multiplicity: 1
Total charge: 0

Run four
Computed, not measured: a 3-piece molecular cluster, C4H12O2 overall, with the ωB97M-V functional and the def2-TZVPD basis.

Each line ends with the Mulliken charge.
Cartesian coordinates (Å):
C 0.1694 -0.1055 -0.8279  -0.8468
C -0.5924 0.2548 -1.8562  -0.1224
C -0.1051 1.0353 -3.0325  -0.3096
C -0.8826 2.3619 -3.1462  -1.1174
H -0.1391 -0.7557 -0.0230  0.3154
H 1.2141 0.0810 -0.9322  0.2802
H -1.6503 0.0040 -1.7988  0.2931
H 0.9552 1.2625 -3.0013  0.2921
H -0.2703 0.4215 -3.9239  0.2618
H -1.9280 2.1849 -3.1107  0.3370
H -0.6508 2.9672 -2.2622  0.2964
H -0.5733 2.9558 -3.9934  0.3215
O 1.9506 0.0585 2.1449  -0.6565
H 1.4576 -0.0115 1.3233  0.3424
H 1.7730 0.9528 2.4565  0.3125
O -0.6263 -3.1271 5.1409  -0.6348
H -0.8472 -3.7761 5.8114  0.3170
H -1.2305 -3.3498 4.4174  0.3180

Summary:
SMILES string: C=CCC.O.O
LUMO energy: 0.901 eV
HOMO-LUMO gap: 10.814 eV
HOMO level: -9.913 eV
Multiplicity: 1
Total charge: 0

Which structure is most stable? run one, by 0.0028 hartree over the runner-up.